Record 1
A molecular structure, C22H25AuN2O8S2, computed with ωB97M-V with the def2-TZVPD basis set.

```
60
Properties=species:S:1:pos:R:3:mulliken_charge:R:1
Au 0.068 -0.180 -0.032 0.31
O 0.794 2.441 0.700 -0.62
S -0.469 2.718 1.443 0.75
O -0.623 4.170 1.649 -0.80
O -1.601 2.239 0.552 -0.65
O -0.499 1.968 2.706 -0.67
O -0.551 0.949 -1.703 -0.55
S -1.633 2.028 -1.733 0.72
C -1.866 1.968 -3.577 -1.05
C -2.572 0.701 -3.957 0.30
C -3.962 0.628 -3.935 -0.27
C -4.616 -0.556 -4.245 -0.58
C -3.883 -1.687 -4.573 -0.36
C -2.496 -1.628 -4.585 -0.65
C -1.845 -0.443 -4.277 -0.20
C -0.820 3.662 -1.774 -0.87
C 0.378 3.727 -2.669 0.15
C 1.559 3.080 -2.296 0.03
C 2.654 3.110 -3.148 -0.85
C 2.597 3.782 -4.363 -0.33
C 1.430 4.435 -4.732 -0.56
C 0.327 4.400 -3.888 -0.24
H -0.886 2.021 -4.053 0.37
H -2.461 2.832 -3.887 0.57
H -4.536 1.506 -3.658 0.35
H -5.698 -0.596 -4.213 0.35
H -4.391 -2.618 -4.797 0.35
H -1.916 -2.515 -4.811 0.35
H -0.764 -0.402 -4.244 0.32
H -0.592 3.907 -0.736 0.17
H -1.612 4.332 -2.126 0.59
H 1.588 2.588 -1.327 0.59
H 3.563 2.601 -2.851 0.40
H 3.460 3.797 -5.020 0.35
H 1.376 4.968 -5.674 0.35
H -0.590 4.902 -4.179 0.28
C 0.228 -0.225 4.763 -1.16
C -0.290 -1.659 4.785 -1.40
C 0.306 -2.540 3.669 2.68
C -0.244 -3.973 3.783 -1.40
C 0.240 -4.897 2.672 -1.21
C 1.803 -2.602 3.866 0.06
O 2.324 -3.075 4.866 -0.71
N 2.547 -2.103 2.849 0.06
C 2.092 -1.546 1.628 0.44
O 2.947 -1.203 0.837 -0.67
N 0.751 -1.451 1.433 -0.50
C -0.149 -1.958 2.322 0.04
O -1.349 -1.952 2.108 -0.66
H -0.243 0.359 5.557 0.43
H 0.016 0.292 3.823 0.38
H 1.308 -0.193 4.933 0.26
H -1.371 -1.669 4.638 0.44
H -0.066 -2.146 5.739 0.40
H -1.332 -3.897 3.764 0.40
H 0.057 -4.362 4.759 0.44
H -0.057 -4.519 1.692 0.27
H -0.181 -5.899 2.787 0.46
H 1.329 -4.993 2.681 0.26
H 3.551 -2.130 2.941 0.25
```

- energy above the lowest of the compared OMol25 structures with the same formula, charge and spin (eV) = 0.0804
- E (Eh) = -2496.9724
- total charge = -2
- frontier orbital gap (eV) = 6.1


Record 2
C19H23N5O2S in the gas phase in a non-equilibrium geometry, computed with ωB97M-V with the def2-TZVPD basis set.

```
50
Properties=species:S:1:pos:R:3:mulliken_charge:R:1
C 6.470 1.211 -1.330 -0.82
O 6.145 0.177 -0.432 -0.46
C 4.881 0.132 0.070 0.77
C 4.633 -0.928 0.958 -0.73
C 3.402 -1.113 1.551 -0.67
C 2.393 -0.214 1.244 -0.59
C 2.633 0.856 0.354 -0.46
C 3.875 1.037 -0.240 -0.11
C 1.398 1.578 0.268 1.44
N 1.010 2.648 -0.394 -0.52
N -0.227 3.042 -0.252 -0.70
C -1.048 2.364 0.541 0.24
S -2.692 2.937 0.612 -0.23
C -3.472 1.605 1.596 -1.23
C -3.022 0.176 1.309 1.01
O -2.708 -0.535 2.251 -0.74
N -3.057 -0.282 0.044 0.18
C -3.598 0.400 -1.112 -0.87
C -2.524 0.594 -2.182 -0.23
C -1.918 -0.753 -2.559 -0.92
C -1.398 -1.453 -1.306 -0.33
C -2.482 -1.594 -0.231 0.08
C -3.553 -2.625 -0.587 -1.69
N -0.769 1.282 1.265 -0.20
C 0.479 0.879 1.126 0.34
N 1.078 -0.179 1.693 0.26
C 0.466 -1.102 2.611 -1.08
H 5.854 1.166 -2.234 0.32
H 6.361 2.196 -0.865 0.33
H 7.514 1.051 -1.597 0.23
H 5.449 -1.601 1.167 0.45
H 3.237 -1.933 2.231 0.46
H 4.019 1.865 -0.913 0.57
H -4.543 1.717 1.425 0.45
H -3.254 1.794 2.647 0.50
H -4.017 1.361 -0.825 0.46
H -4.409 -0.213 -1.523 0.42
H -2.969 1.074 -3.055 0.40
H -1.744 1.257 -1.802 -0.04
H -2.672 -1.372 -3.048 0.32
H -1.098 -0.610 -3.266 0.45
H -1.011 -2.443 -1.556 0.42
H -0.573 -0.866 -0.893 -0.02
H -2.014 -1.913 0.706 0.33
H -4.315 -2.642 0.188 0.38
H -4.028 -2.411 -1.540 0.35
H -3.098 -3.611 -0.646 0.43
H -0.594 -0.859 2.687 0.36
H 0.581 -2.124 2.245 0.35
H 0.929 -1.023 3.597 0.34
```

- energy above the lowest of the compared OMol25 structures with the same formula, charge and spin (eV) = 1.1702
- E (Eh) = -1560.2752
- total charge = 0
- frontier orbital gap (eV) = 8.1


Record 3
3 unconnected molecules or ions with the total composition C3H13NO2 in a non-equilibrium geometry, computed with ωB97M-V with the def2-TZVPD basis set.

```
19
Properties=species:S:1:pos:R:3:mulliken_charge:R:1
C 2.190 -0.174 1.258 -1.28
C 0.966 0.112 0.346 0.09
C 0.906 -0.713 -0.937 -0.52
N -0.501 -0.762 -1.444 -0.54
H 3.008 0.464 0.938 0.32
H 1.923 0.024 2.291 0.36
H 2.426 -1.238 1.251 0.33
H 0.992 1.176 0.119 0.18
H 0.120 -0.228 0.947 0.10
H 1.463 -0.286 -1.774 0.29
H 1.314 -1.698 -0.703 0.32
H -0.716 -1.674 -1.834 0.22
H -0.533 -0.174 -2.272 0.25
O -2.701 -0.969 0.869 -0.68
H -2.962 -0.051 0.861 0.32
H -1.929 -1.025 0.268 0.28
O -2.202 2.548 0.211 -0.61
H -2.205 1.651 -0.077 0.28
H -1.559 3.017 -0.319 0.30
```

- energy above the lowest of the compared OMol25 structures with the same formula, charge and spin (eV) = 0.8123
- E (Eh) = -327.3120
- total charge = 0
- frontier orbital gap (eV) = 10.9


Record 4
A molecular structure, C5H9NO2 in a non-equilibrium geometry, computed with ωB97M-V with the def2-TZVPD basis set.

```
17
Properties=species:S:1:pos:R:3:lowdin_spin:R:1
O -1.680 2.104 -0.571 0.80
C -0.578 1.669 -0.956 0.07
O -0.167 1.506 -2.122 0.05
C 0.346 1.402 0.172 0.05
C 1.374 0.303 -0.231 0.01
C 1.128 -1.094 0.361 0.00
C 0.151 -1.546 1.255 0.00
N -1.078 -0.957 1.354 0.01
H -1.769 -1.159 -1.613 0.00
H 0.861 2.351 0.488 0.00
H -0.155 1.161 1.120 0.00
H 2.416 0.542 -0.072 0.00
H 1.019 0.018 -1.254 0.00
H 1.686 -1.846 -0.217 0.00
H 0.198 -2.517 1.764 0.00
H -1.724 -1.482 1.910 0.00
H -2.029 -0.454 -1.388 0.00
```

- energy above the lowest of the compared OMol25 structures with the same formula, charge and spin (eV) = 6.5640
- E (Eh) = -400.6398
- total charge = +1
- spin multiplicity = 2
- frontier orbital gap (spin up / spin down) (eV) = 6.6 / 6.4


Record 5
A molecular structure, C19H34BaF6OP2 in a non-equilibrium geometry, computed with ωB97M-V with the def2-TZVPD basis set.

```
63
Properties=species:S:1:pos:R:3:mulliken_charge:R:1
P 0.275 -1.525 -5.257 1.57
P 0.330 2.186 -4.701 1.11
C 0.435 -0.131 -6.391 -1.30
C 1.215 1.106 -5.908 -1.03
H -0.580 0.135 -6.726 0.41
H 0.984 -0.554 -7.255 0.57
H 2.203 0.842 -5.481 0.38
H 1.400 1.753 -6.789 0.66
C -0.546 3.328 -5.838 -1.51
H -0.917 4.185 -5.258 0.41
H -1.405 2.814 -6.308 0.37
H 0.118 3.693 -6.635 0.48
C 1.531 3.079 -3.705 -1.10
H 1.954 3.924 -4.276 0.41
H 2.389 2.439 -3.423 0.26
H 1.063 3.509 -2.802 0.31
C -0.963 -2.619 -6.048 -1.73
H -1.104 -3.522 -5.430 0.40
H -0.619 -2.909 -7.052 0.51
H -1.924 -2.082 -6.125 0.34
C 1.838 -2.414 -5.413 -1.37
H 2.674 -1.697 -5.463 0.39
H 1.813 -3.005 -6.343 0.42
H 1.994 -3.092 -4.561 0.41
Ba 2.049 1.587 -0.204 1.56
C -1.365 1.379 -4.100 -0.04
C -2.137 0.368 -4.812 -0.78
C -3.246 -0.224 -4.056 -1.19
C -2.814 -1.297 -2.940 -0.54
C -1.666 -2.076 -3.319 -1.75
C -0.322 -1.549 -3.568 0.31
C 0.074 -0.281 -2.716 -0.26
C -0.904 0.890 -2.683 -0.90
C 1.345 -1.141 -0.048 -1.72
H -2.041 2.246 -3.918 0.59
H -2.392 0.582 -5.849 0.26
H -4.020 -0.692 -4.696 0.34
H -3.779 0.569 -3.496 0.24
H -2.755 -0.842 -1.926 0.18
H -3.644 -2.008 -2.885 0.45
H -1.773 -3.153 -3.467 0.39
H 0.377 -2.338 -3.191 0.99
H 1.093 0.039 -3.000 0.24
H 0.215 -0.634 -1.681 -0.42
H -1.775 0.619 -2.076 0.34
H -0.477 1.749 -2.110 0.39
H 2.081 -0.925 0.740 0.29
H 1.436 -2.186 -0.395 0.13
H 0.333 -0.953 0.342 0.50
C 1.144 2.185 4.255 -1.73
C 0.601 1.761 2.904 1.24
O 1.620 1.514 2.004 -1.10
C -0.297 0.493 3.042 0.63
F -1.132 0.573 4.114 -0.29
F -1.096 0.262 1.954 -0.23
F 0.485 -0.615 3.192 -0.24
C -0.276 2.859 2.213 0.28
F -1.449 3.093 2.837 -0.27
F 0.397 4.050 2.120 -0.30
F -0.596 2.509 0.895 -0.13
H 1.699 1.341 4.674 0.42
H 0.331 2.476 4.933 0.38
H 1.848 3.014 4.127 0.39
```

- energy above the lowest of the compared OMol25 structures with the same formula, charge and spin (eV) = 5.6267
- E (Eh) = -2126.6790
- total charge = 0
- frontier orbital gap (spin up / spin down) (eV) = 2.9 / 2.9


Record 6
A gas-phase ion, C6H10N (charge +1) in a non-equilibrium geometry, computed with ωB97M-V with the def2-TZVPD basis set.

```
17
Properties=species:S:1:pos:R:3:mulliken_charge:R:1
C 0.864 1.017 2.358 0.03
C -0.059 1.459 1.690 -0.40
C -1.129 1.577 0.695 -0.45
C -0.633 0.308 -0.025 0.45
C -0.961 -0.948 0.665 -1.20
N 0.220 0.349 -1.040 -0.14
C 1.538 -0.255 -1.383 -0.85
H 1.531 0.995 3.216 0.39
H -2.202 1.397 1.121 0.28
H -1.010 2.484 0.186 0.39
H -0.271 -1.726 0.511 0.44
H -1.987 -1.133 0.393 0.34
H -0.883 -0.844 1.750 0.39
H 0.025 1.175 -1.564 0.28
H 2.287 0.491 -1.048 0.36
H 1.817 -1.037 -0.796 0.36
H 1.724 -0.351 -2.403 0.35
```

- energy above the lowest of the compared OMol25 structures with the same formula, charge and spin (eV) = 2.3086
- E (Eh) = -288.9981
- total charge = +1
- frontier orbital gap (eV) = 9.9


Record 7
C3H4O3 in the gas phase, computed with ωB97M-V with the def2-TZVPD basis set.

```
10
Properties=species:S:1:pos:R:3:mulliken_charge:R:1
O 0.741 -1.152 -1.617 -0.48
C 0.689 -0.163 -0.685 0.03
C 0.098 -0.308 0.621 0.16
O 1.478 -0.247 0.537 -0.42
C -1.471 1.311 0.359 -0.32
O -0.583 0.811 1.186 -0.22
H 0.240 -1.918 -1.309 0.31
H 0.744 0.822 -1.138 0.32
H -0.325 -1.234 1.009 0.43
H -1.933 2.120 0.966 0.19
```

- energy above the lowest of the compared OMol25 structures with the same formula, charge and spin (eV) = 5.0609
- E (Eh) = -342.2700
- total charge = 0
- frontier orbital gap (eV) = 9.4


Record 8
2 unconnected molecules or ions with the total composition C4H8O2 in a non-equilibrium geometry, computed with ωB97M-V with the def2-TZVPD basis set.

```
14
Properties=species:S:1:pos:R:3:mulliken_charge:R:1
C -0.720 1.730 1.841 -0.60
C -0.063 1.893 0.680 -0.10
O -0.440 1.670 -0.584 -0.50
H -0.112 1.763 2.734 0.27
H -1.626 1.127 1.864 0.25
H 0.956 2.218 0.806 0.36
H -0.105 0.908 -1.101 0.30
C -0.150 -2.077 -0.826 -0.82
C 0.843 -0.961 -0.922 0.17
O 0.972 -0.258 -1.904 -0.55
H 0.347 -2.959 -0.416 0.31
H -0.998 -1.775 -0.204 0.24
H -0.542 -2.338 -1.810 0.29
H 1.638 -0.942 -0.157 0.38
```

- energy above the lowest of the compared OMol25 structures with the same formula, charge and spin (eV) = 2.6435
- E (Eh) = -307.6153
- total charge = 0
- frontier orbital gap (eV) = 9.8


Record 9
A gas-phase ion, C4H12N3 (charge +2) in a non-equilibrium geometry, computed with ωB97M-V with the def2-TZVPD basis set.

```
19
Properties=species:S:1:pos:R:3:lowdin_spin:R:1
C -0.370 0.484 1.679 0.02
C 0.425 0.792 0.396 0.04
C 0.192 -0.141 -0.739 0.32
C -0.617 0.103 -1.878 0.16
N -0.584 1.234 -2.517 0.16
N 0.946 -1.297 -0.759 0.25
N -0.211 -1.007 2.100 0.00
H -1.443 0.607 1.570 0.00
H 0.088 1.028 2.492 0.00
H 0.465 1.874 0.257 0.00
H 1.455 0.670 0.755 0.01
H -1.122 -0.675 -2.454 0.01
H 0.001 1.993 -2.178 0.00
H -1.353 1.590 -3.065 0.01
H 1.948 -1.203 -0.638 0.01
H 0.559 -1.984 -1.399 0.00
H 0.650 -1.135 2.635 0.00
H -1.015 -1.460 2.539 0.00
H -0.012 -1.473 1.204 0.00
```

- energy above the lowest of the compared OMol25 structures with the same formula, charge and spin (eV) = 0.3936
- E (Eh) = -323.2033
- total charge = +2
- spin multiplicity = 2
- frontier orbital gap (spin up / spin down) (eV) = 9.0 / 10.1


Record 10
A molecular structure, C40H70N4O8S2W in a non-equilibrium geometry, computed with ωB97M-V with the def2-TZVPD basis set.

```
125
Properties=species:S:1:pos:R:3:mulliken_charge:R:1
W -0.732 0.015 -0.322 0.79
C -3.460 -1.027 1.132 -1.23
N -2.454 -1.689 0.245 0.78
C -3.073 -2.241 -0.991 -1.36
C -1.987 -2.872 1.028 -1.75
C -0.738 -2.529 1.777 -0.71
N 0.226 -1.921 0.834 0.38
C 0.695 -2.982 -0.100 -1.91
C 1.402 -2.537 -1.331 0.50
C 2.676 -2.966 -1.628 -0.67
C 3.216 -2.748 -2.897 -0.43
C 2.358 -2.244 -3.863 0.06
C 1.044 -1.823 -3.626 -0.88
C 0.651 -1.854 -2.290 -0.01
O -0.465 -1.179 -1.756 1.60
C 0.144 -1.461 -4.815 2.75
C 0.030 0.059 -4.978 -1.00
C -1.241 -2.113 -4.635 -2.19
C 0.709 -2.014 -6.131 -2.21
C 4.647 -3.172 -3.203 1.86
C 5.577 -2.590 -2.129 -1.60
C 4.724 -4.705 -3.179 -1.60
C 5.106 -2.676 -4.575 -2.00
C 1.405 -1.489 1.630 -2.35
C 1.151 -0.357 2.596 0.31
C 2.149 -0.113 3.521 -0.81
C 2.025 0.889 4.479 -0.55
C 0.825 1.584 4.505 -0.01
C -0.224 1.396 3.600 -1.01
C -0.004 0.428 2.615 0.57
O -0.848 0.262 1.515 0.89
C -1.501 2.223 3.867 2.65
C -2.066 1.762 5.220 -1.85
C -2.603 2.056 2.824 -2.65
C -1.169 3.723 3.947 -1.78
C 3.170 1.166 5.449 1.81
C 4.414 1.556 4.639 -1.58
C 3.459 -0.103 6.262 -1.62
C 2.838 2.302 6.416 -2.02
H -4.399 -1.582 1.086 0.39
H -3.622 0.007 0.874 -0.12
H -3.085 -1.054 2.152 0.77
H -3.929 -2.864 -0.719 0.50
H -2.333 -2.857 -1.498 0.50
H -3.380 -1.470 -1.678 0.27
H -1.829 -3.703 0.349 0.66
H -2.777 -3.187 1.712 0.54
H -0.293 -3.425 2.221 0.60
H -0.934 -1.831 2.586 0.28
H -0.182 -3.528 -0.434 0.56
H 1.318 -3.680 0.467 0.50
H 3.242 -3.497 -0.871 0.58
H 2.723 -2.162 -4.874 0.51
H -0.519 0.516 -4.159 -0.34
H -0.477 0.291 -5.917 0.47
H 1.017 0.522 -4.997 0.25
H -1.569 -2.157 -3.596 0.37
H -1.230 -3.144 -4.989 0.50
H -1.992 -1.585 -5.233 0.45
H 1.583 -1.458 -6.472 0.45
H -0.056 -1.915 -6.904 0.48
H 0.971 -3.069 -6.053 0.42
H 5.421 -3.062 -1.157 0.34
H 5.428 -1.514 -2.016 0.33
H 6.618 -2.756 -2.408 0.47
H 4.417 -5.108 -2.212 0.34
H 5.748 -5.030 -3.366 0.46
H 4.083 -5.141 -3.946 0.33
H 5.002 -1.593 -4.672 0.41
H 4.557 -3.153 -5.389 0.37
H 6.160 -2.921 -4.711 0.46
H 2.209 -1.246 0.942 0.67
H 1.731 -2.356 2.213 1.07
H 3.047 -0.719 3.484 0.70
H 0.679 2.321 5.280 0.50
H -2.272 0.690 5.212 0.41
H -2.999 2.289 5.430 0.47
H -1.379 1.964 6.041 0.33
H -2.246 2.231 1.814 0.36
H -3.393 2.779 3.037 0.80
H -3.052 1.063 2.872 0.08
H -0.439 3.956 4.719 0.37
H -2.078 4.278 4.186 0.53
H -0.791 4.110 2.997 0.24
H 4.740 0.750 3.980 0.34
H 5.240 1.787 5.313 0.45
H 4.223 2.439 4.025 0.36
H 3.772 -0.932 5.625 0.33
H 2.579 -0.419 6.824 0.36
H 4.263 0.087 6.974 0.47
H 2.637 3.240 5.892 0.40
H 3.690 2.474 7.074 0.44
H 1.981 2.065 7.050 0.40
O 0.537 2.784 1.096 -0.58
H 0.584 2.882 2.052 0.05
H 1.418 3.005 0.770 0.29
O -2.718 0.138 -2.950 -0.83
H -2.691 0.998 -3.383 0.36
H -2.335 -0.456 -3.607 -0.07
O 2.457 0.572 -2.438 -0.47
S 1.788 1.275 -1.406 1.33
O 2.484 2.292 -0.695 -0.76
O 1.195 0.214 -0.305 -0.56
S -0.136 1.794 -1.881 -0.45
C -1.713 4.051 -0.338 -0.65
N -2.936 3.442 -0.835 0.34
C -3.897 4.451 -1.308 -0.74
C -4.657 3.933 -2.499 -0.60
C -5.337 2.674 -2.040 -0.61
N -4.398 1.762 -1.359 0.54
C -5.011 0.465 -1.140 -1.16
C -3.208 2.140 -0.866 -0.56
O -2.365 1.253 -0.353 1.02
H -1.162 4.506 -1.161 0.43
H -1.082 3.336 0.156 -0.08
H -1.995 4.831 0.372 0.47
H -3.321 5.342 -1.543 0.46
H -4.584 4.703 -0.495 0.32
H -3.982 3.744 -3.337 0.24
H -5.399 4.660 -2.824 0.39
H -5.764 2.111 -2.869 0.38
H -6.151 2.915 -1.351 0.33
H -5.445 0.112 -2.073 0.38
H -5.801 0.551 -0.390 0.40
H -4.279 -0.240 -0.813 0.03
```

- energy above the lowest of the compared OMol25 structures with the same formula, charge and spin (eV) = 0.0000
- E (Eh) = -3250.1846
- total charge = +2
- frontier orbital gap (eV) = 6.1